Computed, not measured: a cluster of 2 separate species, C4H13NO2 in total, with wB97M-V/def2-TZVPD.

Last column: natural (NBO) charge in e.
Element x y z (Å)
O: 4.494 1.563 -1.206  -0.985
O: -0.275 1.532 -0.042  -0.611
N: -2.335 -0.194 -1.198  -0.403
C: -1.621 -0.587 0.035  -0.078
C: -0.042 0.361 1.898  -0.676
C: -1.008 0.650 0.746  0.099
C: -0.389 -1.580 -0.409  -0.608
H: -2.242 -1.107 0.717  0.240
H: -0.861 -2.423 -0.908  0.235
H: 0.819 0.998 1.965  0.266
H: -1.817 -0.448 -2.048  0.411
H: 5.172 2.295 -1.147  0.504
H: 0.047 -2.107 0.470  0.287
H: 0.565 -0.505 1.733  0.222
H: 4.447 1.007 -1.942  0.482
H: 0.557 0.987 -0.279  0.478
H: -1.913 1.234 1.103  0.238
H: 0.035 -1.006 -1.337  0.234
H: -0.447 0.114 2.912  0.253
H: -3.184 -0.784 -1.064  0.413

Properties
charge = +1
HOMO level (alpha / beta) = -13.84 / -13.84 eV
energy above the lowest of the compared OMol25 structures with the same formula, charge and spin = 329.5 kJ/mol
multiplicity = 2
electronic energy = -9932.7408 eV
gap between HOMO and LUMO (alpha / beta) = 10.5 / 4.8 eV

Computed, not measured: a structure of composition C2H3FHgNaO, with wB97M-V/def2-TZVPD.

Last column: natural (NBO) charge in e.
Element x y z (Å)
Hg: -3.247 0.454 -0.711  0.780
Na: 0.075 2.392 0.067  0.986
F: 1.718 0.827 -0.496  -0.413
O: -1.083 0.534 -0.101  -0.933
C: 1.208 -0.418 -0.078  0.159
C: -0.250 -0.533 0.051  -0.161
H: -0.589 -1.476 -0.422  0.204
H: 0.165 -0.935 1.153  0.191
H: 2.003 -0.846 0.538  0.187

Properties
charge = +1
HOMO level (alpha / beta) = -11.12 / -13.98 eV
energy above the lowest of the compared OMol25 structures with the same formula, charge and spin = 128.7 kJ/mol
multiplicity = 3
electronic energy = -15468.7646 eV
gap between HOMO and LUMO (alpha / beta) = 7.0 / 7.1 eV

electronic energy of number 2 (C2H3FHgNaO)?
-15468.7646 eV

Which value of electronic energy does entry 2 give?
-15468.7646 eV

Which value of energy above the lowest of the compared OMol25 structures with the same formula, charge and spin does entry 1 give?
329.5 kJ/mol